{
  "formula": "C21H31Br3O10",
  "method": "ωB97M-V with the def2-TZVPD basis set",
  "species": ["O", "C", "O", "C", "C", "C", "H", "H", "H", "H", "H", "H", "O", "C", "O", "C", "C", "C", "H", "H", "H", "H", "H", "H", "O", "C", "O", "C", "C", "C", "H", "H", "H", "H", "H", "H", "O", "C", "O", "C", "C", "C", "H", "H", "H", "H", "H", "H", "O", "C", "O", "C", "C", "C", "H", "H", "H", "H", "H", "H", "C", "Br", "Br", "Br", "H"],
  "xyz": [[-0.476, 3.714, 2.422], [0.550, 3.657, 1.695], [1.527, 2.802, 2.004], [2.668, 2.965, 1.139], [2.161, 3.946, 0.112], [1.001, 4.739, 0.757], [2.912, 1.966, 0.778], [3.430, 3.404, 1.782], [1.830, 3.411, -0.778], [3.037, 4.527, -0.176], [0.167, 5.146, 0.184], [1.498, 5.465, 1.400], [3.916, -3.058, 4.180], [3.791, -2.380, 3.172], [4.777, -1.635, 2.722], [4.325, -0.717, 1.742], [2.805, -0.771, 1.788], [2.596, -2.242, 2.214], [4.695, -0.978, 0.751], [4.744, 0.283, 1.854], [2.362, -0.427, 0.854], [2.528, 0.008, 2.499], [2.658, -2.950, 1.387], [1.631, -2.334, 2.711], [-2.834, -1.001, 5.221], [-3.084, -0.299, 4.237], [-4.323, 0.037, 3.986], [-4.277, 0.903, 2.822], [-2.948, 0.794, 2.168], [-2.062, 0.280, 3.260], [-4.407, 1.913, 3.211], [-5.075, 0.635, 2.130], [-2.689, 1.812, 1.876], [-2.966, 0.048, 1.374], [-1.491, 1.096, 3.702], [-1.393, -0.491, 2.878], [2.348, -4.577, -6.421], [1.774, -4.156, -5.396], [1.383, -2.843, -5.272], [0.741, -2.626, -4.000], [0.907, -3.884, -3.154], [1.408, -4.920, -4.149], [-0.263, -2.443, -4.383], [1.216, -1.761, -3.538], [-0.065, -4.114, -2.718], [1.704, -3.718, -2.429], [0.677, -5.696, -4.378], [2.234, -5.518, -3.763], [-2.510, 0.937, -2.890], [-1.701, 0.719, -1.973], [-1.362, -0.578, -1.740], [-0.396, -0.653, -0.708], [0.068, 0.734, -0.477], [-1.072, 1.641, -1.004], [0.506, -1.237, -0.886], [-0.837, -0.905, 0.256], [1.031, 0.867, -0.969], [0.235, 0.726, 0.600], [-0.799, 2.555, -1.532], [-1.886, 1.762, -0.290], [-5.684, 1.071, -2.648], [-5.199, 0.145, -0.936], [-5.843, 3.043, -2.429], [-7.301, 0.258, -3.449], [-4.897, 0.903, -3.383]],
  "nbo_charge": [-0.592, 0.774, -0.483, -0.067, -0.437, -0.519, 0.193, 0.193, 0.211, 0.227, 0.259, 0.246, -0.551, 0.782, -0.469, -0.073, -0.440, -0.525, 0.173, 0.191, 0.205, 0.225, 0.237, 0.246, -0.583, 0.770, -0.454, -0.077, -0.451, -0.524, 0.187, 0.202, 0.239, 0.202, 0.259, 0.228, -0.569, 0.781, -0.488, -0.070, -0.442, -0.537, 0.202, 0.183, 0.232, 0.208, 0.250, 0.249, -0.592, 0.796, -0.480, -0.068, -0.441, -0.539, 0.191, 0.175, 0.205, 0.230, 0.255, 0.265, -0.434, 0.043, 0.074, 0.078, 0.239],
  "smiles": "BrC(Br)Br.O=C1CCCO1.O=C1CCCO1.O=C1CCCO1.O=C1CCCO1.O=C1CCCO1",
  "orbital_gap_ha": 0.3481
}

=====

{
  "formula": "C14H23HgN2P",
  "method": "ωB97M-V with the def2-TZVPD basis set",
  "species": ["C", "C", "C", "C", "C", "C", "C", "C", "N", "Hg", "C", "P", "H", "H", "H", "H", "H", "H", "H", "H", "C", "C", "H", "C", "C", "H", "H", "H", "H", "H", "H", "H", "H", "H", "H", "H", "H", "H", "H", "N", "C"],
  "xyz": [[0.481, 3.252, -1.884], [-0.802, 2.794, -1.572], [-0.992, 1.810, -0.578], [0.136, 1.394, 0.126], [1.430, 1.798, -0.200], [1.600, 2.768, -1.194], [-2.398, 1.304, -0.292], [-2.639, -0.192, 0.000], [-2.671, -1.066, -1.123], [-0.052, 0.035, 1.787], [2.634, 1.103, 0.455], [2.199, -0.638, 0.796], [-1.685, 3.189, -2.074], [2.613, 3.117, -1.398], [0.621, 3.997, -2.668], [2.879, 1.572, 1.426], [3.520, 1.100, -0.200], [-2.780, 1.842, 0.594], [-3.047, 1.564, -1.145], [-1.933, -0.597, 0.758], [3.518, -1.427, 1.729], [2.149, -1.352, -0.864], [-3.614, -0.287, 0.508], [-1.553, -1.116, -2.038], [-3.253, -2.362, -0.843], [0.376, -1.427, 4.656], [-1.877, -1.709, -2.906], [-1.278, -0.111, -2.376], [-0.653, -1.610, -1.614], [-3.465, -2.865, -1.793], [-2.592, -3.018, -0.242], [-4.190, -2.217, -0.290], [3.156, -1.347, -1.305], [1.784, -2.385, -0.796], [1.474, -0.796, -1.525], [4.487, -1.366, 1.209], [3.609, -0.966, 2.725], [3.251, -2.486, 1.869], [-0.615, -1.577, 1.855], [0.003, 0.666, 5.449], [0.172, -0.386, 4.978]],
  "nbo_charge": [-0.232, -0.170, -0.063, -0.475, -0.081, -0.223, -0.445, -0.223, -0.458, 1.117, -0.738, 0.738, 0.201, 0.208, 0.213, 0.243, 0.223, 0.227, 0.218, 0.157, -0.956, -0.955, 0.197, -0.405, -0.398, 0.259, 0.197, 0.210, 0.152, 0.194, 0.163, 0.198, 0.224, 0.244, 0.264, 0.223, 0.248, 0.248, -0.476, -0.312, 0.044],
  "orbital_gap_ha": 0.2680
}

=====

The relative energy (zero: lowest compared OMol25 entry of this formula, charge and spin) results, record by record, are as follows: 2.104, 0.000 eV.
The E_LUMO results, record by record, are as follows: -0.0203, 0.0017 Eh.
The energy results, record by record, are as follows: -9293.1945, -1151.3944 a.u..